Record 1
# C42H34N6O6ScTe

C42H34N6O6ScTe as an isolated structure in a non-equilibrium geometry (wB97M-V/def2-TZVPD, the OMol25 dataset).

The geometry in XYZ format:
```
90
Properties=species:S:1:pos:R:3
Sc 0.36 2.80 0.95
O -3.81 3.86 2.14
C -2.52 3.68 2.01
O -1.94 3.48 0.94
C -1.69 3.79 3.23
C -2.11 4.27 4.45
C -1.18 4.34 5.44
C 0.12 4.00 5.22
C 0.50 3.61 3.92
N -0.41 3.55 2.98
C 1.92 3.26 3.47
O 2.80 3.09 4.26
O 1.94 3.08 2.18
H -4.26 3.61 1.31
H -3.19 4.46 4.59
H -1.48 4.70 6.43
H 0.85 3.92 5.98
N 3.28 2.04 -2.16
C 4.17 1.74 -1.16
C 3.51 2.02 -0.03
N 2.28 2.50 -0.30
C 2.19 2.51 -1.59
C 0.94 3.06 -2.14
N -0.01 3.49 -1.27
C -1.03 4.02 -2.07
C -0.70 3.89 -3.38
N 0.55 3.25 -3.40
H 3.52 2.04 -3.14
H 5.19 1.50 -1.41
H 3.91 1.96 1.00
H -1.98 4.37 -1.63
H -1.27 4.07 -4.25
H 1.07 3.04 -4.20
C -1.60 -4.59 0.23
C -1.25 -3.09 0.25
C -1.77 -2.30 1.28
C -1.39 -0.93 1.43
C -1.88 -0.06 2.50
O -2.55 0.93 2.30
C -1.59 -0.45 3.91
C -2.17 0.16 4.98
C -1.88 -0.26 6.27
C -1.06 -1.37 6.49
C -0.50 -2.03 5.40
C -0.73 -1.55 4.11
C -0.50 -0.34 0.51
O -0.09 0.92 0.73
C -0.14 -1.09 -0.61
C -0.49 -2.44 -0.71
C 0.59 -0.52 -1.74
N 0.04 0.23 -2.63
C -1.37 0.56 -2.52
C -2.37 -0.48 -2.98
Te -2.27 -1.10 -5.07
C -1.07 -2.80 -4.71
C 0.24 -2.81 -5.22
C 0.96 -4.00 -5.10
C 0.49 -5.05 -4.27
C -0.80 -4.99 -3.73
C -1.59 -3.85 -4.00
C 1.97 -1.07 -1.88
C 2.72 -1.51 -0.77
C 3.92 -2.13 -0.99
C 4.43 -2.35 -2.27
C 3.79 -1.74 -3.34
C 2.59 -1.13 -3.13
H -1.76 -4.95 -0.81
H -2.52 -4.76 0.79
H -0.88 -5.21 0.78
H -2.45 -2.73 2.02
H -2.83 0.98 4.69
H -2.35 0.34 7.07
H -0.93 -1.71 7.51
H 0.18 -2.84 5.56
H -0.29 -2.02 3.23
H -0.12 -2.97 -1.59
H -1.52 1.49 -3.08
H -1.66 0.80 -1.47
H -3.36 -0.13 -2.74
H -2.25 -1.42 -2.40
H 0.67 -1.97 -5.77
H 1.92 -4.17 -5.52
H 1.12 -5.94 -4.19
H -1.14 -5.82 -3.09
H -2.57 -3.69 -3.55
H 2.41 -1.32 0.23
H 4.53 -2.54 -0.19
H 5.34 -2.88 -2.37
H 4.21 -1.76 -4.32
H 2.04 -0.56 -3.88
```

For the HOMO energy, the calculation gives -9.68 eV. The lowest unoccupied orbital energy is -3.246 eV. As for the total charge: +1.



Record 2
# CH3BCl2

A 2-piece molecular cluster, CH3BCl2 overall in a non-equilibrium geometry (wB97M-V/def2-TZVPD, the OMol25 dataset).

The geometry in XYZ format:
```
7
Properties=species:S:1:pos:R:3
B 0.69 -0.04 0.54
C -0.49 0.24 -0.34
Cl -0.32 -1.57 -0.10
Cl -2.03 0.81 -0.02
H 1.94 -0.14 0.40
H 0.27 0.18 1.69
H -0.07 0.52 -2.18
```

For the HOMO energy, the calculation gives -9.85 eV. The lowest unoccupied orbital energy is -0.700 eV.



Record 3
# C5H16N2O3

A 3-piece molecular cluster, C5H16N2O3 overall in a non-equilibrium geometry (wB97M-V/def2-TZVPD, the OMol25 dataset).

The geometry in XYZ format:
```
26
Properties=species:S:1:pos:R:3
C -1.28 2.40 -1.48
C -2.38 1.39 -1.05
N -2.04 0.12 -0.45
C -1.20 0.07 0.72
C 0.28 -0.18 0.45
O 0.86 0.32 -0.50
N 0.92 -1.09 1.24
C 0.30 -2.11 2.04
H -1.17 2.54 -2.54
H -0.30 2.06 -1.14
H -1.48 3.38 -1.06
H -3.00 1.93 -0.33
H -2.98 1.20 -1.95
H -1.88 -0.59 -1.15
H -1.56 -0.70 1.41
H -1.40 0.99 1.27
H 1.93 -1.03 1.19
H -0.62 -2.49 1.59
H 0.91 -2.95 2.31
H -0.08 -1.74 3.00
O 2.05 -1.72 -2.02
H 1.29 -1.48 -1.48
H 2.79 -1.37 -1.51
O 3.53 0.00 0.42
H 3.71 0.65 1.12
H 2.81 0.39 -0.13
```

For the HOMO energy, the calculation gives -8.77 eV. The lowest unoccupied orbital energy is 0.571 eV. As for the structure (SMILES): CCNCC(=O)NC.O.O.



Record 4
# C20H55AgFeN9O17

C20H55AgFeN9O17 as an isolated structure in a non-equilibrium geometry (wB97M-V/def2-TZVPD, the OMol25 dataset).

The geometry in XYZ format:
```
103
Properties=species:S:1:pos:R:3
Ag -0.84 -0.38 3.91
Fe 0.48 -2.80 -0.59
N 2.33 -1.74 4.14
O 1.36 -1.16 3.71
O 3.28 -2.18 3.47
O 2.46 -1.80 5.39
N 3.67 -1.99 -0.22
O 4.43 -1.95 0.73
O 4.01 -1.66 -1.30
O 2.48 -2.26 -0.06
N -0.39 0.06 0.42
O -0.07 -0.87 -0.30
O -0.45 -0.07 1.62
O -0.52 1.20 -0.02
N -1.10 -3.54 2.26
O -1.55 -4.63 2.53
O -1.56 -2.57 2.86
O -0.22 -3.37 1.45
C -0.36 3.81 -3.27
C -0.43 4.51 -1.94
C -1.80 4.93 -1.49
O -1.84 5.68 -0.25
C -3.16 5.83 0.30
N 0.29 3.64 -1.09
H -0.68 4.59 -3.95
H -1.02 2.94 -3.28
H 0.66 3.52 -3.53
H 0.18 5.41 -1.97
H -2.31 4.00 -1.22
H -2.31 5.41 -2.32
H -3.05 6.64 1.02
H -3.40 4.97 0.92
H -3.96 5.96 -0.44
H -0.01 2.68 -1.16
H 0.13 3.79 -0.10
C 3.51 1.75 3.31
C 3.78 1.26 1.88
C 3.81 2.49 0.88
O 4.11 2.03 -0.40
C 3.04 1.43 -1.20
N 5.15 0.65 1.98
H 3.43 0.93 4.02
H 2.51 2.18 3.41
H 4.23 2.46 3.71
H 3.02 0.52 1.60
H 4.58 3.20 1.18
H 2.85 2.99 0.83
H 2.34 2.19 -1.55
H 2.35 0.78 -0.65
H 3.37 1.07 -2.17
H 5.44 0.49 1.03
H 5.76 1.42 2.22
C -0.20 -6.91 -1.22
C -0.04 -5.42 -1.54
C -1.46 -4.79 -1.18
O -1.30 -3.37 -1.38
C -2.51 -2.58 -1.69
N 0.99 -4.90 -0.62
H 0.80 -7.33 -1.22
H -0.87 -7.33 -1.97
H -0.69 -7.11 -0.26
H 0.29 -5.34 -2.58
H -1.86 -5.04 -0.19
H -2.18 -5.27 -1.84
H -2.88 -2.82 -2.69
H -2.29 -1.53 -1.51
H -3.28 -2.86 -0.97
H 1.04 -5.51 0.19
H 1.89 -5.16 -1.00
C 2.36 -1.33 -4.28
C 1.23 -1.19 -3.26
C -0.02 -0.47 -3.73
O -0.76 -1.31 -4.68
C -1.95 -0.69 -5.10
N 1.07 -2.53 -2.81
H 2.66 -0.33 -4.60
H 2.05 -1.93 -5.14
H 3.28 -1.75 -3.86
H 1.52 -0.50 -2.46
H 0.31 0.46 -4.21
H -0.64 -0.20 -2.87
H -2.54 -1.42 -5.65
H -1.70 0.14 -5.76
H -2.67 -0.41 -4.33
H 1.87 -3.00 -3.20
H 0.32 -2.89 -3.38
C -5.02 1.26 4.07
C -3.61 1.01 3.61
C -2.68 2.19 3.71
O -1.33 1.74 3.48
C -0.56 2.90 3.33
N -3.16 -0.09 4.43
H -5.61 0.36 4.27
H -5.57 1.74 3.26
H -4.96 1.89 4.95
H -3.65 0.68 2.57
H -2.81 2.66 4.68
H -2.95 2.84 2.88
H -0.05 3.16 4.25
H -0.98 3.74 2.77
H 0.30 2.68 2.69
H -3.33 0.21 5.38
H -3.87 -0.80 4.35
```

As for the spin multiplicity: 6. For the HOMO energy (alpha / beta), the calculation gives -7.30 / -6.68 eV. The lowest unoccupied orbital energy (alpha / beta) is -0.480 / -3.818 eV.



Record 5
# C3H3O3Sm

C3H3O3Sm as an isolated structure in a non-equilibrium geometry (wB97M-V/def2-TZVPD, the OMol25 dataset).

The geometry in XYZ format:
```
10
Properties=species:S:1:pos:R:3
O 3.90 1.63 -0.17
Sm -0.36 -0.58 -0.45
O 1.92 0.47 -0.43
C 2.93 1.05 -0.33
O -3.72 -0.25 0.33
C -2.81 -1.10 -0.09
H -3.22 -2.12 -0.20
C -3.66 1.05 0.23
H -2.78 1.51 -0.23
H -4.54 1.58 0.58
```

As for the spin multiplicity: 7. For the HOMO energy (alpha / beta), the calculation gives -22.64 / -24.03 eV. The lowest unoccupied orbital energy (alpha / beta) is -17.176 / -16.891 eV. As for the total charge: +3.



Record 6
# C17H25N6OPt

C17H25N6OPt as an isolated structure (wB97M-V/def2-TZVPD, the OMol25 dataset).

The geometry in XYZ format:
```
50
Properties=species:S:1:pos:R:3
Pt -0.20 -0.09 -0.26
N 1.38 1.19 -0.33
C 1.83 1.56 1.06
C 0.61 1.53 1.96
N -0.08 0.19 1.81
C 0.35 -0.84 2.86
C 1.83 -1.00 3.14
N 2.55 -1.55 2.00
H 2.15 0.77 -0.86
H 1.07 2.02 -0.84
H 2.28 2.56 1.03
H 2.58 0.83 1.35
H -0.11 2.30 1.68
H 0.87 1.69 3.01
H -1.06 0.36 2.07
H -0.12 -1.78 2.58
H -0.14 -0.50 3.77
H 1.89 -1.63 4.04
H 2.27 -0.05 3.43
H 2.50 -2.57 2.03
H 3.55 -1.37 2.10
C -4.07 3.22 2.51
C -3.57 3.99 1.47
C -2.84 3.40 0.45
C -2.60 2.03 0.52
C -3.10 1.24 1.56
C -3.85 1.84 2.56
N -1.89 1.36 -0.51
N -2.01 1.81 -1.68
C -1.32 1.07 -2.66
C -1.59 1.39 -3.98
C -1.04 0.60 -4.98
C -0.24 -0.47 -4.62
C 0.02 -0.72 -3.28
N -0.50 0.04 -2.30
H -4.65 3.69 3.29
H -3.77 5.05 1.44
H -2.47 3.99 -0.38
H -3.00 0.16 1.52
H -4.28 1.25 3.35
H -2.25 2.22 -4.20
H -1.24 0.82 -6.02
H 0.21 -1.12 -5.36
H 0.67 -1.53 -3.00
C 0.31 -2.86 -0.11
C 1.15 -1.68 -0.52
O 2.16 -1.55 -1.07
H 0.12 -3.43 -1.02
H -0.64 -2.60 0.37
H 0.93 -3.44 0.57
```

For the HOMO energy (alpha / beta), the calculation gives -18.12 / -18.12 eV. The lowest unoccupied orbital energy (alpha / beta) is -12.502 / -12.504 eV. As for the total charge: +3.



Sequential E_tot output: -3429.65687, -984.96264, -535.32801, -3976.85656, -998.39615, -1184.80736 a.u.
Sequential relative energy (zero: lowest compared OMol25 entry of this formula, charge and spin) output: 0.325, 4.288, 1.380, 1.594, 4.969, 3.469 eV